# 1
The following is a DFT calculation (ωB97M-V/def2-TZVPD) of 2 unconnected molecules or ions with the total composition C2H8N2 in a non-equilibrium geometry.

Its energy relative to the best compared isomer or geometry (same formula, charge and spin) is 43.0 kcal/mol. As for the net charge: -1. The expectation value of S² is 0.7536. For the HOMO-LUMO gap (spin up / spin down), the calculation gives 1.3 / 4.6 eV. Its multiplicity is 2. The value obtained for the highest occupied orbital energy (spin up / spin down) is 1.095 / -2.238 eV.

Geometry (Å):
C1 -0.03 3.44 4.14
N1 -0.54 2.23 3.53
H1 -0.87 4.17 4.28
H2 0.62 3.27 5.13
H3 0.82 3.85 3.56
H4 -0.81 2.46 2.54
H5 0.29 1.63 3.38
C2 0.29 -4.54 -5.16
N2 -0.78 -4.10 -5.85
H6 0.76 -5.55 -5.20
H7 0.77 -3.81 -4.40
H8 -0.53 -3.06 -5.95

Mulliken atomic charge list, values in e, 4 entries: number 1, C, carries -0.6236; number 2, N, carries -0.5777; number 3, H, carries 0.2503; number 4, H, carries 0.2237

# 2
The following is a DFT calculation (ωB97M-V/def2-TZVPD) of a molecular structure, C5H9O5Rb in a non-equilibrium geometry.

Its energy relative to the best compared isomer or geometry (same formula, charge and spin) is 31.0 kcal/mol. For the HOMO-LUMO gap, the calculation gives 6.2 eV. The value obtained for the highest occupied orbital energy is -7.660 eV.

Geometry (Å):
C1 -0.47 2.60 -1.16
C2 -1.06 1.21 -1.36
O1 -1.28 0.53 -0.16
Rb1 -3.33 0.06 2.23
H1 -0.23 3.06 -2.13
H2 -1.19 3.25 -0.63
H3 0.45 2.57 -0.56
H4 -0.38 0.61 -2.00
H5 -1.98 1.29 -1.98
C3 0.30 -0.51 0.71
C4 0.10 -1.84 0.00
O2 1.09 -2.76 0.43
C5 2.32 -2.18 0.58
O3 2.21 -0.89 0.68
O4 3.26 -2.87 0.95
O5 -0.19 -0.62 2.03
H6 0.74 0.49 0.61
H7 0.20 -1.68 -1.08
H8 -0.87 -2.28 0.23
H9 0.29 -0.03 2.61

Mulliken atomic charge list, values in e, 4 entries: number 1, C, carries -0.9034; number 2, C, carries -0.4361; number 3, O, carries -0.6859; number 4, Rb, carries 0.9663

# 3
The following is a DFT calculation (ωB97M-V/def2-TZVPD) of 2 unconnected molecules or ions with the total composition C3H8IN4 in a non-equilibrium geometry.

Its energy relative to the best compared isomer or geometry (same formula, charge and spin) is 27.8 kcal/mol. As for the net charge: +1. For the HOMO-LUMO gap (spin up / spin down), the calculation gives 8.4 / 8.4 eV. The value obtained for the highest occupied orbital energy (spin up / spin down) is -12.912 / -12.913 eV.

Geometry (Å):
C1 0.72 2.33 2.18
C2 -0.07 1.46 -0.39
C3 0.81 -1.80 -0.78
N1 0.42 2.92 1.12
N2 -0.01 0.31 0.01
N3 -1.54 -1.51 -0.41
N4 -0.36 -0.89 -0.88
I1 -0.57 2.51 -2.10
H1 0.93 2.76 3.08
H2 0.83 1.24 2.23
H3 1.43 -1.95 -1.67
H4 1.38 -1.52 0.25
H5 0.27 -2.72 -0.58
H6 -1.56 -1.58 0.58
H7 -2.27 -0.97 -0.76
H8 -0.42 -0.58 -1.86

Mulliken atomic charge list, values in e, 4 entries: number 1, C, carries -0.1280; number 2, C, carries 0.0494; number 3, C, carries -0.7428; number 4, N, carries -0.3303

# 4
The following is a DFT calculation (ωB97M-V/def2-TZVPD) of C6H9NO in the gas phase in a non-equilibrium geometry.

Its energy relative to the best compared isomer or geometry (same formula, charge and spin) is 205.4 kcal/mol. For the HOMO-LUMO gap, the calculation gives 9.2 eV. The value obtained for the highest occupied orbital energy is -8.286 eV. The SMILES is O[C@]12C[C@H]3CN3[C@@H]1C2.

Geometry (Å):
O1 1.71 -1.23 0.03
C1 1.00 0.15 0.18
C2 0.26 0.39 1.26
C3 -0.85 -0.71 0.87
C4 -2.11 -0.21 0.14
N1 -1.05 -0.72 -0.60
C5 -0.05 0.36 -0.83
C6 1.31 0.52 -1.43
H1 2.64 -0.95 -0.17
H2 -0.24 1.30 1.14
H3 0.70 0.37 2.38
H4 -0.72 -1.57 1.46
H5 -2.84 -1.01 -0.10
H6 -2.39 0.86 -0.24
H7 -0.59 1.36 -0.30
H8 1.61 -0.36 -1.99
H9 1.61 1.46 -1.79

Mulliken atomic charge list, values in e, 4 entries: number 1, O, carries -0.5785; number 2, C, carries 0.3111; number 3, C, carries -0.5626; number 4, C, carries -0.2208

Question: The lowest energy relative to the best compared isomer or geometry (same formula, charge and spin) belongs to which entry?
Answer: C3H8IN4

Question: Which value of energy relative to the best compared isomer or geometry (same formula, charge and spin) does entry 4 give?
Answer: 205.4 kcal/mol

Repeat the second record exactly.
The following is a DFT calculation (ωB97M-V/def2-TZVPD) of a molecular structure, C5H9O5Rb in a non-equilibrium geometry.

Its energy relative to the best compared isomer or geometry (same formula, charge and spin) is 31.0 kcal/mol. For the HOMO-LUMO gap, the calculation gives 6.2 eV. The value obtained for the highest occupied orbital energy is -7.660 eV.

Geometry (Å):
C1 -0.47 2.60 -1.16
C2 -1.06 1.21 -1.36
O1 -1.28 0.53 -0.16
Rb1 -3.33 0.06 2.23
H1 -0.23 3.06 -2.13
H2 -1.19 3.25 -0.63
H3 0.45 2.57 -0.56
H4 -0.38 0.61 -2.00
H5 -1.98 1.29 -1.98
C3 0.30 -0.51 0.71
C4 0.10 -1.84 0.00
O2 1.09 -2.76 0.43
C5 2.32 -2.18 0.58
O3 2.21 -0.89 0.68
O4 3.26 -2.87 0.95
O5 -0.19 -0.62 2.03
H6 0.74 0.49 0.61
H7 0.20 -1.68 -1.08
H8 -0.87 -2.28 0.23
H9 0.29 -0.03 2.61

Mulliken atomic charge list, values in e, 4 entries: number 1, C, carries -0.9034; number 2, C, carries -0.4361; number 3, O, carries -0.6859; number 4, Rb, carries 0.9663

Question: Among the records above, which one has the lowest energy relative to the best compared isomer or geometry (same formula, charge and spin)?
Answer: C3H8IN4